The following is a quantum chemistry calculation of a molecular structure, C35H73F3NO2PS2Si at a distorted geometry, from the OMol25 dataset.

Structure (XYZ):
```
118
Properties=species:S:1:pos:R:3:forces:R:3
C -3.965 -4.168 -1.566 -0.032 -0.137 -0.546
Si -2.151 -4.023 -2.046 0.395 0.041 0.287
C -1.938 -2.948 -3.595 0.013 -0.122 0.747
C -1.129 -3.229 -0.640 -0.576 0.311 -0.340
C -1.958 -2.298 0.247 0.591 0.199 -0.213
C -1.142 -1.624 1.353 -1.732 -0.811 -0.490
F -0.265 -2.459 1.930 0.488 0.077 -0.008
F -2.013 -1.299 2.341 0.174 0.464 0.102
N -0.440 -0.415 0.837 1.641 1.299 1.036
P 1.334 -0.533 0.963 1.276 -0.842 -1.136
S 2.167 -1.884 -0.131 -0.197 0.044 0.177
S -0.928 0.983 1.636 -2.112 0.906 1.634
O -2.273 1.299 1.370 -0.568 -0.351 -1.241
O -0.574 0.973 3.002 1.354 -0.369 0.382
F -0.107 2.147 1.005 0.499 -0.762 -0.718
C -1.411 -5.742 -2.318 -0.886 1.691 0.129
C -2.213 -6.723 -2.859 -0.497 0.035 -0.196
C -1.714 -7.984 -3.031 -0.788 -0.860 -0.434
C -0.427 -8.267 -2.670 0.245 -1.061 -0.222
C 0.381 -7.286 -2.167 1.217 -0.309 0.266
C -0.105 -6.017 -1.986 0.442 0.243 0.236
H -4.383 -3.220 -1.220 0.071 -0.065 0.145
H -4.155 -4.966 -0.847 0.053 0.162 0.137
H -4.534 -4.424 -2.468 0.030 -0.009 0.064
H -1.702 -3.597 -4.438 -0.165 0.231 -0.166
H -2.817 -2.324 -3.768 0.007 -0.147 -0.255
H -1.098 -2.274 -3.410 0.041 -0.067 -0.200
H -0.395 -2.598 -1.152 0.259 -0.265 0.140
H -0.609 -3.987 -0.055 0.011 0.068 0.027
H -2.808 -2.781 0.729 0.110 -0.099 0.022
H -2.332 -1.473 -0.368 -0.240 -0.062 0.146
H 1.782 0.723 0.521 -0.629 0.120 0.371
H 1.703 -0.576 2.321 -0.528 0.127 -0.048
H -3.236 -6.512 -3.150 -0.018 0.040 0.057
H -2.333 -8.776 -3.439 -0.045 0.063 -0.007
H -0.070 -9.282 -2.797 0.167 0.059 0.030
H 1.406 -7.539 -1.920 -0.020 0.144 0.074
H 0.545 -5.254 -1.573 -0.030 0.040 -0.004
C 5.317 -5.057 -0.259 -0.021 -0.007 0.136
C 5.542 -3.839 0.631 -0.044 -0.009 -0.080
C 6.469 -2.797 0.009 -0.010 0.042 0.037
C 7.895 -3.278 -0.265 0.000 -0.066 -0.030
C 8.646 -3.802 0.959 0.056 0.125 -0.021
C 8.850 -2.745 2.040 0.014 -0.146 0.049
H 6.247 -5.595 -0.452 -0.010 0.001 -0.034
H 4.628 -5.756 0.218 -0.005 -0.017 -0.045
H 4.886 -4.761 -1.218 0.035 -0.014 -0.018
H 5.930 -4.161 1.602 0.022 0.021 -0.009
H 4.576 -3.368 0.830 0.025 0.006 0.035
H 6.497 -1.917 0.658 0.019 0.000 -0.010
H 6.032 -2.456 -0.936 -0.018 -0.003 0.015
H 8.463 -2.450 -0.701 0.012 -0.006 0.013
H 7.877 -4.061 -1.028 -0.023 0.012 -0.004
H 9.625 -4.165 0.635 -0.022 -0.038 0.001
H 8.126 -4.665 1.383 -0.015 -0.002 -0.028
H 9.410 -1.893 1.649 -0.041 0.026 0.003
H 9.414 -3.159 2.877 0.003 0.050 0.013
H 7.900 -2.380 2.434 0.009 0.027 -0.012
C -6.717 4.587 -2.775 0.067 0.116 0.018
C -5.301 4.782 -3.309 -0.074 -0.056 -0.043
C -4.550 3.470 -3.529 0.058 -0.001 -0.040
C -4.320 2.636 -2.267 -0.068 0.021 0.035
C -3.560 3.353 -1.151 -0.135 -0.133 -0.022
C -2.148 3.747 -1.547 0.084 0.060 0.127
H -6.716 4.101 -1.798 -0.017 -0.017 -0.012
H -7.219 5.549 -2.661 -0.041 -0.030 0.004
H -7.309 3.978 -3.460 -0.004 -0.029 0.034
H -4.740 5.431 -2.632 0.022 -0.018 -0.012
H -5.357 5.313 -4.264 0.034 0.018 0.017
H -3.589 3.688 -4.005 0.005 -0.015 0.018
H -5.107 2.860 -4.249 -0.004 0.021 -0.005
H -3.770 1.731 -2.545 0.013 0.006 0.013
H -5.281 2.292 -1.874 -0.007 0.005 -0.026
H -3.503 2.685 -0.289 -0.050 0.039 0.016
H -4.117 4.234 -0.820 -0.003 -0.002 -0.024
H -1.578 2.857 -1.829 0.065 0.058 -0.053
H -1.641 4.224 -0.706 0.079 -0.010 -0.050
H -2.129 4.446 -2.385 0.002 -0.030 -0.014
C -2.987 -0.111 5.557 0.038 0.139 -0.028
C -1.659 0.337 6.159 -0.011 -0.134 0.000
C -1.237 -0.483 7.378 0.035 0.035 0.004
C -2.188 -0.403 8.573 -0.063 -0.017 -0.016
C -2.438 1.008 9.106 0.085 -0.052 0.092
C -1.178 1.687 9.633 -0.115 0.096 -0.034
H -3.810 0.002 6.265 -0.006 -0.031 -0.005
H -3.227 0.486 4.676 -0.016 -0.044 -0.017
H -2.939 -1.158 5.250 -0.030 -0.007 0.024
H -1.712 1.399 6.415 0.020 -0.009 0.013
H -0.883 0.247 5.396 0.005 0.048 0.015
H -0.235 -0.169 7.685 -0.012 -0.005 0.024
H -1.143 -1.533 7.082 -0.001 0.010 -0.012
H -1.781 -1.019 9.382 -0.006 0.018 0.011
H -3.148 -0.855 8.308 0.015 -0.009 -0.021
H -3.169 0.947 9.917 -0.026 0.011 -0.032
H -2.894 1.631 8.331 -0.007 -0.029 -0.016
H -0.732 1.104 10.441 0.036 -0.011 -0.030
H -1.414 2.677 10.026 0.048 -0.004 0.019
H -0.430 1.816 8.849 0.016 -0.019 0.017
C -0.776 6.236 -4.731 0.053 -0.075 -0.113
C 0.289 5.150 -4.598 -0.087 0.034 0.076
C 1.089 5.242 -3.300 0.022 -0.071 0.021
C 1.900 6.527 -3.125 -0.046 0.070 -0.038
C 2.911 6.809 -4.236 0.081 -0.048 0.104
C 3.994 5.742 -4.353 -0.022 0.088 -0.124
H -0.336 7.234 -4.747 -0.020 0.006 0.025
H -1.337 6.110 -5.659 -0.033 0.032 0.024
H -1.485 6.188 -3.902 0.012 0.051 0.011
H 0.959 5.187 -5.461 0.014 -0.014 0.019
H -0.201 4.173 -4.634 0.032 -0.007 -0.016
H 1.755 4.376 -3.235 0.013 0.017 0.006
H 0.399 5.152 -2.454 -0.008 -0.008 -0.015
H 2.432 6.473 -2.169 0.011 0.003 -0.011
H 1.221 7.380 -3.041 -0.017 -0.020 0.008
H 3.388 7.772 -4.033 -0.032 0.013 -0.029
H 2.399 6.920 -5.196 -0.027 0.005 0.017
H 4.551 5.648 -3.418 -0.021 -0.042 0.006
H 4.704 6.004 -5.140 0.027 -0.039 0.023
H 3.576 4.766 -4.603 0.014 -0.009 0.027
```
Positions in Å, forces in eV/Å.

For the orbital gap, the calculation gives 0.356 Ha. Its total charge is 0.



The following is a quantum chemistry calculation of a molecular structure, C35H74AlO11 at a distorted geometry, from the OMol25 dataset.

Structure (XYZ):
```
121
Properties=species:S:1:pos:R:3:forces:R:3
C 5.326 4.712 1.847 -0.638 0.020 0.295
C 4.141 5.138 0.971 0.146 0.387 -0.341
C 4.391 5.094 -0.534 0.206 -0.416 -0.066
C 5.030 3.807 -1.062 0.176 -0.081 0.533
C 4.435 2.471 -0.584 -0.516 0.206 -0.517
C 2.893 2.397 -0.447 0.181 -0.289 0.511
Al 2.354 1.694 1.403 0.173 -0.356 -0.301
C 0.438 1.010 1.280 0.508 0.649 -0.424
C -0.537 2.193 1.005 -0.028 -1.448 0.656
C -1.760 2.150 1.957 0.360 0.934 -0.299
C -1.970 3.499 2.616 -0.481 -0.439 -0.135
O -0.856 3.785 3.447 -0.335 0.505 0.540
C 3.602 0.138 1.964 -0.637 0.283 0.141
C 2.702 -1.051 2.336 0.679 0.266 -0.263
C 4.469 0.466 3.183 0.040 -0.508 -0.369
C 5.866 0.929 2.852 0.506 0.365 0.403
C 6.645 1.383 4.089 -0.150 0.309 -0.660
H 4.992 3.934 2.528 0.119 -0.287 0.032
H 5.632 5.539 2.479 0.308 0.167 0.037
H 6.176 4.353 1.280 0.172 -0.068 -0.066
H 3.907 6.174 1.214 -0.205 0.163 0.059
H 3.248 4.568 1.196 -0.012 -0.295 0.200
H 3.449 5.239 -1.058 -0.176 0.229 -0.021
H 5.060 5.911 -0.805 0.013 0.240 -0.162
H 6.078 3.822 -0.759 0.234 -0.055 -0.087
H 5.048 3.837 -2.148 -0.155 0.079 -0.265
H 4.726 1.738 -1.334 0.255 -0.251 0.006
H 4.927 2.149 0.331 0.083 0.136 0.213
H 2.406 3.327 -0.736 -0.043 0.186 -0.011
H 2.521 1.641 -1.140 -0.143 -0.091 -0.210
H 2.507 2.828 2.562 -0.042 0.139 0.069
H 0.189 0.481 2.196 -0.230 -0.067 0.157
H 0.387 0.287 0.464 -0.043 -0.230 -0.063
H 0.009 3.129 1.090 -0.197 0.346 0.110
H -0.916 2.109 -0.012 0.075 0.199 -0.252
H -1.652 1.413 2.746 0.211 -0.210 0.068
H -2.650 1.890 1.388 -0.274 -0.037 -0.016
H -2.090 4.251 1.829 0.056 0.244 0.024
H -2.895 3.474 3.204 -0.049 0.107 0.084
H -1.158 4.415 4.123 0.363 -0.336 -0.426
H 4.231 -0.165 1.123 0.236 -0.080 -0.033
H 2.037 -0.750 3.142 -0.321 -0.195 0.072
H 3.315 -1.891 2.693 -0.037 -0.191 0.119
H 2.143 -1.397 1.472 -0.378 -0.075 -0.009
H 3.982 1.185 3.840 -0.095 0.244 0.072
H 4.584 -0.450 3.782 0.056 -0.101 0.205
H 6.431 0.139 2.360 -0.073 -0.233 -0.176
H 5.869 1.773 2.164 -0.211 0.045 -0.194
H 6.668 0.618 4.858 0.094 -0.092 0.188
H 6.181 2.287 4.473 -0.136 0.054 0.337
H 7.649 1.671 3.787 0.301 -0.135 0.201
O 5.261 -3.218 -0.058 -0.032 -0.147 -0.167
C 5.256 -4.245 0.556 0.054 0.279 0.300
O 4.294 -5.160 0.293 -0.109 -0.044 -0.329
C 4.253 -6.456 0.886 -0.086 -0.079 0.223
C 3.629 -6.423 2.267 0.023 0.082 0.053
C 6.250 -4.499 1.666 0.182 -0.366 -0.124
H 5.240 -6.922 0.884 0.031 0.064 0.038
H 3.626 -7.051 0.221 0.049 0.055 -0.106
H 4.211 -5.816 2.960 0.047 -0.032 0.007
H 3.552 -7.432 2.675 -0.009 -0.007 -0.022
H 2.631 -5.987 2.217 -0.014 -0.033 -0.029
H 5.921 -3.960 2.553 -0.017 0.043 -0.010
H 7.213 -4.105 1.353 -0.066 0.171 0.016
H 6.390 -5.549 1.918 -0.101 0.019 0.063
O -6.154 0.324 -0.775 -0.075 0.040 -0.061
C -5.482 0.724 -1.691 -0.023 0.228 -0.066
O -4.150 0.755 -1.554 -0.053 -0.336 0.214
C -3.259 1.107 -2.618 0.234 0.260 -0.202
C -3.147 2.607 -2.765 -0.105 0.128 0.141
C -6.116 1.250 -2.959 0.067 -0.298 -0.274
H -3.553 0.617 -3.548 -0.082 0.016 0.032
H -2.291 0.695 -2.337 -0.088 -0.092 0.157
H -4.102 3.062 -3.020 0.020 -0.009 -0.131
H -2.433 2.864 -3.547 0.004 0.001 -0.003
H -2.814 3.050 -1.825 0.109 -0.065 -0.010
H -6.466 2.264 -2.772 0.007 0.020 0.018
H -6.970 0.620 -3.198 -0.075 0.061 0.144
H -5.457 1.261 -3.823 0.028 0.134 0.052
O -5.774 -5.565 1.231 -0.013 0.098 0.017
C -5.693 -4.467 1.718 0.116 -0.064 -0.013
O -6.193 -3.420 1.044 -0.157 -0.081 -0.072
C -6.257 -2.090 1.587 0.038 0.255 0.049
C -4.949 -1.348 1.452 0.303 -0.304 0.139
C -5.000 -4.246 3.044 -0.268 0.082 0.215
H -6.618 -2.121 2.617 0.050 -0.056 0.006
H -7.020 -1.585 0.999 -0.003 -0.088 -0.084
H -4.145 -1.839 2.005 -0.053 0.020 0.105
H -5.049 -0.331 1.826 -0.026 0.035 -0.067
H -4.645 -1.304 0.411 -0.060 0.099 -0.045
H -3.925 -4.243 2.875 0.021 0.001 -0.011
H -5.250 -5.077 3.699 0.094 -0.101 -0.107
H -5.280 -3.327 3.551 0.091 0.056 -0.075
O -4.953 4.324 -5.050 -0.083 0.072 -0.017
C -5.770 5.162 -4.779 -0.035 -0.173 0.074
O -5.369 6.262 -4.115 0.167 0.037 -0.061
C -6.230 7.365 -3.823 -0.143 0.084 0.088
C -7.062 7.124 -2.580 0.010 -0.138 0.010
C -7.233 4.974 -5.111 -0.049 0.278 -0.239
H -6.840 7.616 -4.692 -0.029 -0.049 0.019
H -5.558 8.205 -3.657 0.078 -0.047 -0.032
H -7.730 6.270 -2.697 -0.047 0.026 -0.050
H -7.667 8.002 -2.352 0.016 0.016 -0.004
H -6.413 6.915 -1.729 0.019 0.052 -0.003
H -7.674 4.307 -4.371 0.003 -0.020 0.012
H -7.300 4.503 -6.089 0.064 -0.141 0.068
H -7.811 5.894 -5.147 -0.008 -0.023 0.118
O 2.628 -9.848 -3.564 -0.033 0.087 0.048
C 1.867 -8.949 -3.324 -0.043 -0.130 0.012
O 2.320 -7.882 -2.641 0.181 0.032 -0.058
C 1.526 -6.713 -2.392 -0.152 0.149 0.171
C 0.618 -6.900 -1.194 -0.028 -0.151 0.007
C 0.413 -9.019 -3.730 -0.024 0.267 -0.240
H 0.980 -6.418 -3.288 -0.016 -0.066 0.001
H 2.241 -5.919 -2.184 0.114 -0.086 -0.037
H -0.099 -7.707 -1.347 -0.046 0.032 -0.058
H 0.063 -5.984 -0.989 0.037 0.024 0.004
H 1.209 -7.156 -0.315 0.013 0.077 0.015
H -0.116 -9.649 -3.016 -0.001 -0.020 0.013
H 0.358 -9.481 -4.712 0.053 -0.145 0.072
H -0.087 -8.056 -3.789 -0.017 -0.022 0.119
```
Positions in Å, forces in eV/Å.

For the orbital gap, the calculation gives 0.213 Ha. Its total charge is -1.



| no. | highest occupied orbital energy (eV) | LUMO (eV) |
| --- | --- | --- |
| 1 | -9.4763 | 0.21 |
| 2 | -4.1229 | 1.66 |